Molecular formula: C23H66F3O14S12
Method: DFT, wB97M-V/def2-TZVPD

Computed properties:
charge: -1
highest occupied orbital energy: -0.251 hartree
energy relative to the best compared isomer or geometry (same formula, charge and spin): 65.3 kcal/mol
total energy: -191752.714 eV
LUMO level: 1.35 eV
maximum force: 0.083 Eh/bohr

Bonds (Å) are listed after each position.
Atoms and positions in Å:
1 C -0.1792 0.8897 1.0179  F2 1.358, F3 1.366, F4 1.348, S5 1.861
2 F -0.4305 2.0136 0.2979  C1 1.358
3 F 1.1350 1.0992 1.3281  C1 1.366
4 F -0.7918 0.9882 2.2143  C1 1.348
5 S -0.5451 -0.6504 0.0392  C1 1.861, O6 1.396, O7 1.414, O8 1.473
6 O -1.8377 -0.4326 -0.4400  S5 1.396
7 O 0.4781 -0.7205 -0.9342  S5 1.414
8 O -0.4029 -1.6685 1.0948  S5 1.473
9 C -2.0271 6.7085 -0.1221  S10 1.795, H13 1.029, H14 1.085, H15 1.119
10 S -1.1160 6.5441 -1.6605  C9 1.795, O11 1.496, C12 1.742
11 O 0.3199 6.7263 -1.2802  S10 1.496
12 C -1.4483 4.8498 -1.8949  S10 1.742, H16 1.124, H17 1.112, H18 1.111
13 H -2.9953 6.3668 -0.1854  C9 1.029
14 H -2.2508 7.7026 0.2504  C9 1.085
15 H -1.5290 6.1662 0.7205  C9 1.119
16 H -1.1439 4.5723 -2.9407  C12 1.124
17 H -2.4994 4.4880 -1.9091  C12 1.112
18 H -0.9306 4.2209 -1.1398  C12 1.111
19 C 3.6543 2.7722 2.9534  S20 1.744, H23 1.092, H24 1.112, H25 1.068
20 S 5.1600 2.7846 3.8325  C19 1.744, O21 1.526, C22 1.821
21 O 4.6419 3.1181 5.2286  S20 1.526
22 C 5.3059 0.9699 3.8682  S20 1.821, H26 1.111, H27 1.112, H28 1.106
23 H 3.3641 3.8033 2.7431  C19 1.092
24 H 2.8229 2.2097 3.4313  C19 1.112
25 H 3.9628 2.3957 2.0027  C19 1.068
26 H 5.0680 0.4102 2.9380  C22 1.111
27 H 4.5467 0.6678 4.6226  C22 1.112
28 H 6.3365 0.7236 4.1865  C22 1.106
29 C -2.4652 -6.6871 1.8364  S30 1.772, H33 1.074, H34 1.100, H35 1.069
30 S -1.7666 -6.0115 3.3183  C29 1.772, O31 1.519, C32 1.789
31 O -0.5971 -6.9212 3.6541  S30 1.519
32 C -0.9971 -4.6153 2.5061  S30 1.789, H36 1.061, H37 1.137, H38 1.114
33 H -3.1393 -5.8997 1.5548  C29 1.074
34 H -3.0952 -7.5781 1.9772  C29 1.100
35 H -1.6827 -6.9516 1.1570  C29 1.069
36 H -0.3065 -4.9677 1.7821  C32 1.061
37 H -0.5934 -3.8958 3.2885  C32 1.137
38 H -1.7600 -4.0929 1.8855  C32 1.114
39 C 1.6473 -4.0840 -0.3952  S40 1.804, H43 1.078, H44 1.070, H45 1.106
40 S 0.5718 -4.1785 -1.8406  C39 1.804, O41 1.536, C42 1.807
41 O 1.4686 -4.6795 -2.9832  S40 1.536
42 C -0.5790 -5.4887 -1.3677  S40 1.807, H46 1.099, H47 1.083, H48 1.078
43 H 1.2062 -3.7089 0.5142  C39 1.078
44 H 2.3391 -3.2901 -0.5873  C39 1.070
45 H 2.1476 -5.0602 -0.2512  C39 1.106
46 H -0.8681 -5.7115 -2.4048  C42 1.099
47 H -1.4095 -5.2416 -0.7178  C42 1.083
48 H -0.2190 -6.3958 -0.9104  C42 1.078
49 C -2.5714 2.4759 4.0869  S50 1.758, H53 1.034, H54 1.069, H55 1.036
50 S -3.3383 3.8958 3.3898  C49 1.758, O51 1.559, C52 1.780
51 O -2.7603 5.1618 4.0915  S50 1.559
52 C -2.3310 3.8429 1.9233  S50 1.780, H56 1.063, H57 1.101, H58 1.091
53 H -1.5755 2.6693 4.2860  C49 1.034
54 H -2.6564 1.6872 3.3707  C49 1.069
55 H -3.0275 2.1365 4.9534  C49 1.036
56 H -1.4386 4.3887 2.1098  C52 1.063
57 H -2.8251 4.2057 1.0091  C52 1.101
58 H -2.0891 2.7971 1.7267  C52 1.091
59 C -3.2443 -3.3392 -0.1981  S60 1.803, H63 1.120, H64 1.097, H65 1.061
60 S -3.4554 -2.7764 -1.8982  C59 1.803, O61 1.513, C62 1.774
61 O -2.2428 -3.2414 -2.6745  S60 1.513
62 C -4.7836 -3.8742 -2.3183  S60 1.774, H66 1.059, H67 1.108, H68 1.056
63 H -2.3783 -2.7808 0.2407  C59 1.120
64 H -3.1849 -4.4313 -0.1140  C59 1.097
65 H -4.1627 -3.1264 0.2889  C59 1.061
66 H -5.0901 -3.9684 -3.3279  C62 1.059
67 H -5.5800 -3.5880 -1.6032  C62 1.108
68 H -4.5256 -4.8387 -1.9734  C62 1.056
69 C -1.7722 -1.2934 4.8144  S70 1.778, H73 1.170, H74 1.106, H75 1.061
70 S -3.4820 -1.6005 4.4341  C69 1.778, O71 1.534, C72 1.836
71 O -4.2521 -0.4376 5.0730  S70 1.534
72 C -3.4143 -1.1706 2.6504  S70 1.836, H76 1.127, H77 1.083, H78 1.131
73 H -1.0988 -1.8002 4.0023  C69 1.170
74 H -1.6588 -1.8181 5.7813  C69 1.106
75 H -1.4455 -0.2869 4.7335  C69 1.061
76 H -2.5483 -1.6893 2.1482  C72 1.127
77 H -3.5491 -0.1151 2.4485  C72 1.083
78 H -4.3367 -1.6732 2.2310  C72 1.131
79 C 2.1059 -1.8995 -3.8670  S80 1.768, H83 1.062, H84 1.065, H85 1.057
80 S 2.8783 -0.8504 -5.0623  C79 1.768, O81 1.509, C82 1.799
81 O 3.8337 -1.7801 -5.7689  S80 1.509
82 C 1.5140 -0.6362 -6.2146  S80 1.799, H86 1.082, H87 1.102, H88 1.095
83 H 1.4642 -2.5825 -4.3661  C79 1.062
84 H 1.4513 -1.2583 -3.3249  C79 1.065
85 H 2.8459 -2.3734 -3.2803  C79 1.057
86 H 0.6310 -0.3470 -5.6605  C82 1.082
87 H 1.3069 -1.6146 -6.6783  C82 1.102
88 H 1.9205 0.1485 -6.8604  C82 1.095
89 C 4.1172 -0.7126 0.5035  S90 1.782, H93 1.076, H94 1.112, H95 1.099
90 S 4.8195 0.8016 -0.1202  C89 1.782, O91 1.533, C92 1.794
91 O 6.1463 0.4320 -0.7941  S90 1.533
92 C 3.7179 0.9179 -1.5311  S90 1.794, H96 1.044, H97 1.133, H98 1.031
93 H 4.2694 -1.4015 -0.3086  C89 1.076
94 H 3.0436 -0.5115 0.7116  C89 1.112
95 H 4.5700 -1.1796 1.3895  C89 1.099
96 H 3.8896 1.8105 -2.0442  C92 1.044
97 H 2.6608 0.9958 -1.1317  C92 1.133
98 H 3.7926 0.1201 -2.1804  C92 1.031
99 C 0.4198 1.7128 -3.4441  S100 1.774, H103 1.115, H104 1.101, H105 1.105
100 S -1.1134 1.1244 -2.7743  C99 1.774, O101 1.477, C102 1.773
101 O -2.1693 2.1220 -3.0392  S100 1.477
102 C -1.4940 -0.1981 -3.8925  S100 1.773, H106 1.088, H107 1.100, H108 1.114
103 H 0.6839 2.7189 -3.0433  C99 1.115
104 H 0.4981 1.6261 -4.5394  C99 1.101
105 H 1.1081 1.0125 -2.9382  C99 1.105
106 H -2.4416 -0.6049 -3.5466  C102 1.088
107 H -0.8330 -1.0644 -3.7418  C102 1.100
108 H -1.5966 0.0979 -4.9611  C102 1.114
109 C 1.4880 4.6188 0.7430  S110 1.823, H113 1.176, H114 1.075, H115 1.136
110 S 2.7767 5.0866 -0.4592  C109 1.823, O111 1.530, C112 1.770
111 O 3.9829 4.2448 -0.0361  S110 1.530
112 C 2.1605 4.2998 -1.9200  S110 1.770, H116 1.040, H117 1.091, H118 1.044
113 H 1.4182 3.4556 0.9000  C109 1.176
114 H 0.5589 4.8596 0.2596  C109 1.075
115 H 1.5769 4.9924 1.8126  C109 1.136
116 H 2.1821 3.2762 -1.7379  C112 1.040
117 H 2.8610 4.3338 -2.7559  C112 1.091
118 H 1.2026 4.5352 -2.2619  C112 1.044

Molecular formula: C23H68F6O11P
Method: DFT, wB97M-V/def2-TZVPD

Computed properties:
charge: -1
highest occupied orbital energy: -0.269 hartree
total energy: -73078.712 eV
LUMO level: 2.48 eV
maximum force: 0.049 Eh/bohr

Bonds (Å) are listed after each position.
Atoms and positions in Å:
1 P -0.0463 0.3834 -0.3112  F2 1.608, F3 1.637, F4 1.600, F5 1.619, F6 1.636, F7 1.648
2 F -0.7080 -0.5653 0.8056  P1 1.608
3 F -0.1445 1.6837 0.6783  P1 1.637
4 F 1.4706 0.0906 0.1032  P1 1.600
5 F 0.5075 1.3159 -1.5137  P1 1.619
6 F -0.0712 -0.9116 -1.3105  P1 1.636
7 F -1.5637 0.7635 -0.8306  P1 1.648
8 C -5.4301 0.7976 -1.5523  C9 1.523, H11 1.092, H12 1.093, H13 1.089
9 C -5.8074 -0.3305 -2.5034  C8 1.523, O10 1.419, H14 1.095, H15 1.093
10 O -5.0996 -1.5259 -2.2170  C9 1.419, H16 0.973
11 H -5.9020 1.7378 -1.8454  C8 1.092
12 H -4.3426 0.9067 -1.5598  C8 1.093
13 H -5.7232 0.5661 -0.5291  C8 1.089
14 H -5.6295 -0.0400 -3.5444  C9 1.095
15 H -6.8675 -0.5606 -2.3709  C9 1.093
16 H -4.2172 -1.4266 -2.6158  O10 0.973
17 C 1.3655 2.4313 3.6638  C18 1.510, H20 1.092, H21 1.092, H22 1.094
18 C 1.7701 3.5293 2.7099  C17 1.510, O19 1.438, H23 1.092, H24 1.092
19 O 2.8208 4.3389 3.2647  C18 1.438, H25 0.960
20 H 0.6150 1.7831 3.2074  C17 1.092
21 H 0.9121 2.8129 4.5814  C17 1.092
22 H 2.1919 1.7915 3.9859  C17 1.094
23 H 0.8440 4.0592 2.4751  C18 1.092
24 H 2.2405 3.1856 1.7864  C18 1.092
25 H 3.0045 5.0589 2.6569  O19 0.960
26 C -0.9875 -0.2728 5.9887  C27 1.509, H29 1.092, H30 1.090, H31 1.091
27 C -0.2481 -0.7179 4.7503  C26 1.509, O28 1.415, H32 1.095, H33 1.096
28 O -1.0221 -0.4738 3.5909  C27 1.415, H34 0.965
29 H -1.0360 0.8183 6.0114  C26 1.092
30 H -0.5277 -0.5496 6.9370  C26 1.090
31 H -1.9981 -0.6840 5.9675  C26 1.091
32 H 0.0092 -1.7810 4.8009  C27 1.095
33 H 0.7021 -0.1800 4.6600  C27 1.096
34 H -0.5471 -0.6405 2.7672  O28 0.965
35 C 4.0820 1.0120 1.5620  C36 1.515, H38 1.096, H39 1.090, H40 1.087
36 C 4.8489 -0.0778 2.2830  C35 1.515, O37 1.423, H41 1.098, H42 1.094
37 O 6.2520 0.0672 2.0989  C36 1.423, H43 0.960
38 H 3.0459 0.9083 1.9042  C35 1.096
39 H 4.0250 0.8726 0.4828  C35 1.090
40 H 4.4181 2.0204 1.7913  C35 1.087
41 H 4.5665 -1.0935 1.9750  C36 1.098
42 H 4.5667 -0.0745 3.3400  C36 1.094
43 H 6.4621 -0.2069 1.2027  O37 0.960
44 C 3.8037 -1.9858 -3.6430  C45 1.513, H47 1.091, H48 1.094, H49 1.088
45 C 2.8672 -1.1801 -2.7704  C44 1.513, O46 1.410, H50 1.096, H51 1.096
46 O 3.5364 -0.8430 -1.5759  C45 1.410, H52 0.966
47 H 4.0866 -2.8903 -3.1030  C44 1.091
48 H 4.7153 -1.4050 -3.8116  C44 1.094
49 H 3.3504 -2.2138 -4.6056  C44 1.088
50 H 1.9921 -1.8143 -2.5887  C45 1.096
51 H 2.5337 -0.2809 -3.3004  C45 1.096
52 H 2.9585 -0.3455 -0.9836  O46 0.966
53 C 1.8319 -2.6007 1.7638  C54 1.518, H56 1.095, H57 1.087, H58 1.093
54 C 0.8692 -3.5879 2.3986  C53 1.518, O55 1.424, H59 1.094, H60 1.094
55 O 1.2286 -3.7897 3.7618  C54 1.424, H61 0.961
56 H 1.8117 -1.6651 2.3323  C53 1.095
57 H 1.6270 -2.4197 0.7118  C53 1.087
58 H 2.8661 -2.9408 1.8637  C53 1.093
59 H 0.9986 -4.5144 1.8310  C54 1.094
60 H -0.1407 -3.1712 2.3424  C54 1.094
61 H 0.6317 -4.4500 4.1244  O55 0.961
62 C -4.9488 2.1243 2.0567  C63 1.533, H65 1.095, H66 1.085, H67 1.093
63 C -3.7174 1.2126 2.0060  C62 1.533, O64 1.425, H68 1.098, H69 1.092
64 O -3.5937 0.5719 3.2725  C63 1.425, H70 0.980
65 H -5.0236 2.6004 1.0733  C62 1.095
66 H -4.9113 2.8675 2.8464  C62 1.085
67 H -5.8327 1.4856 2.1376  C62 1.093
68 H -2.8780 1.9039 1.8553  C63 1.098
69 H -3.7904 0.5135 1.1704  C63 1.092
70 H -2.6941 0.1841 3.2483  O64 0.980
71 O -1.0080 4.3338 0.8607  H72 0.973, H73 0.962
72 H -0.9036 3.3722 0.9642  O71 0.973
73 H -1.6329 4.4284 0.1352  O71 0.962
74 C -2.8990 -3.5602 -0.1225  C75 1.531, H78 1.092, H79 1.094, H80 1.088
75 C -1.6778 -3.9923 -0.9394  C74 1.531, C76 1.515, O77 1.430, H81 1.094
76 C -1.4258 -5.4741 -0.7512  C75 1.515, H82 1.092, H83 1.094, H84 1.091
77 O -1.9695 -3.7801 -2.3233  C75 1.430, H85 0.979
78 H -2.9574 -2.4698 -0.1394  C74 1.092
79 H -2.8018 -3.9295 0.9029  C74 1.094
80 H -3.8313 -3.9465 -0.5302  C74 1.088
81 H -0.7659 -3.4527 -0.6675  C75 1.094
82 H -1.0547 -5.6692 0.2566  C76 1.092
83 H -0.6274 -5.8540 -1.3957  C76 1.094
84 H -2.3334 -6.0442 -0.9550  C76 1.091
85 H -2.1098 -2.8209 -2.4589  O77 0.979
86 C -2.8588 -0.9027 -5.3348  C87 1.516, H90 1.092, H91 1.089, H92 1.092
87 C -1.9327 -0.4190 -4.2361  C86 1.516, C88 1.524, O89 1.432, H93 1.097
88 C -1.9268 1.1018 -4.1321  C87 1.524, H94 1.094, H95 1.093, H96 1.091
89 O -2.3744 -1.0307 -3.0193  C87 1.432, H97 0.982
90 H -3.8674 -0.5660 -5.0853  C86 1.092
91 H -2.8358 -1.9842 -5.4585  C86 1.089
92 H -2.5797 -0.4440 -6.2852  C86 1.092
93 H -0.9016 -0.7606 -4.3921  C87 1.097
94 H -1.1201 1.4576 -3.4850  C88 1.094
95 H -2.8108 1.5206 -3.6441  C88 1.093
96 H -1.7685 1.5722 -5.1036  C88 1.091
97 H -1.7819 -0.6626 -2.3275  O89 0.982
98 C 4.5864 2.3050 -2.8361  C99 1.524, H102 1.091, H103 1.094, H104 1.091
99 C 3.6437 3.4079 -2.3694  C98 1.524, C100 1.536, O101 1.425, H105 1.092
100 C 3.3401 3.3077 -0.8667  C99 1.536, H106 1.090, H107 1.091, H108 1.093
101 O 4.2117 4.6768 -2.6829  C99 1.425, H109 0.966
102 H 4.2535 1.3098 -2.5356  C98 1.091
103 H 5.5696 2.4781 -2.3881  C98 1.094
104 H 4.6873 2.3351 -3.9215  C98 1.091
105 H 2.6770 3.3653 -2.8759  C99 1.092
106 H 2.6115 2.5326 -0.6277  C100 1.090
107 H 2.9287 4.2554 -0.5150  C100 1.091
108 H 4.2416 3.0866 -0.2898  C100 1.093
109 H 5.0265 4.7284 -2.1666  O101 0.966

> Which formula does entry 1 have?

C23H66F3O14S12